1.
67
Properties=species:S:1:pos:R:3:forces:R:3 method="wB97M-V/def2-TZVPD" e_above_lowest_ev=0.1739 e_tot_ev=-120801.56919 e_homo_ev="-7.762 / -7.812" fmax_ev_per_a=0.9 total_charge=0 spin_multiplicity=2
Ti -0.641876 0.481177 -0.248733 -0.58 -0.63 -0.04
F -3.257790 5.143056 -1.721357 -0.01 -0.01 -0.03
C -2.899258 5.293156 -0.436939 0.00 -0.05 0.00
F -2.826209 6.618137 -0.208145 0.01 0.10 0.02
F -3.901905 4.824331 0.319016 -0.04 -0.01 0.01
C -1.595483 4.613867 -0.129260 -0.04 -0.06 -0.03
C -0.513399 5.344662 0.292553 0.10 0.10 0.03
C 0.703933 4.716609 0.575086 -0.08 -0.09 -0.04
C 0.759574 3.351661 0.427900 -0.13 0.07 -0.08
N -0.292163 2.632359 0.015200 0.39 -0.14 0.14
C -1.469448 3.212700 -0.291049 0.04 0.06 0.01
S -2.627740 2.099504 -0.859106 0.10 0.04 0.00
H -0.605828 6.417128 0.402767 -0.01 -0.02 0.00
H 1.565691 5.276301 0.905067 0.01 0.01 0.00
H 1.658656 2.783210 0.631937 0.03 0.05 0.02
C 3.855387 -3.562671 3.769044 0.00 0.01 -0.02
Si 2.821878 -3.277059 2.228975 -0.04 -0.08 -0.15
C 1.462802 -4.561385 2.154871 -0.03 0.05 0.07
C 3.926297 -3.401777 0.722808 0.09 0.02 0.11
C 2.088928 -1.541278 2.351752 0.08 -0.03 0.22
C 2.315429 -0.745409 3.463464 0.01 0.11 0.03
C 1.744649 0.524726 3.590978 -0.05 -0.04 -0.10
C 0.969509 0.985216 2.552561 0.04 -0.09 0.08
N 0.772059 0.258029 1.448047 -0.09 0.39 -0.02
C 1.262170 -0.987563 1.356267 -0.02 -0.01 -0.17
S 0.710142 -1.776629 -0.078437 0.03 0.15 -0.06
H 4.318080 -4.550318 3.715189 0.00 -0.02 -0.01
H 3.259604 -3.533592 4.683109 -0.03 0.01 0.01
H 4.661644 -2.832900 3.864562 0.01 0.02 0.00
H 1.871967 -5.558849 2.329038 0.02 -0.02 -0.01
H 0.960473 -4.557194 1.188053 0.01 0.03 -0.02
H 0.708324 -4.370954 2.921787 0.01 -0.02 0.01
H 4.405858 -4.383035 0.688169 -0.01 -0.01 -0.01
H 4.716961 -2.648400 0.759159 0.00 0.00 0.00
H 3.364831 -3.259875 -0.198922 -0.06 0.01 -0.02
H 2.939051 -1.111827 4.270489 0.01 -0.04 0.00
H 1.890413 1.127097 4.475376 0.01 0.00 0.01
H 0.463730 1.941082 2.592124 0.02 0.01 0.02
O -1.908455 0.456684 1.618759 0.06 -0.03 0.07
C -2.619570 -0.448325 1.136841 0.15 0.09 -0.16
C -3.822852 -1.131706 1.725842 0.00 0.00 0.02
C -4.199800 -2.113464 0.613019 0.00 -0.04 -0.03
C -3.197798 -1.834676 -0.514458 0.02 -0.04 0.02
O -3.191313 -2.371018 -1.599007 -0.01 0.01 0.01
N -2.308779 -0.875858 -0.086168 -0.11 0.07 -0.14
H -4.590988 -0.387814 1.938148 0.00 0.00 -0.01
H -3.554828 -1.607478 2.669052 0.00 0.00 0.00
H -5.209976 -1.977953 0.230134 0.00 0.02 0.00
H -4.099721 -3.158479 0.905895 0.00 0.01 0.01
Cl 2.103072 0.916606 -1.494000 0.07 -0.07 -0.06
C 2.286430 2.312748 -2.582516 0.05 0.00 0.06
Cl 0.759995 2.832187 -3.287690 -0.03 0.05 -0.01
H 2.955193 2.004555 -3.377381 -0.01 0.03 -0.01
H 2.705087 3.131294 -2.008026 -0.04 0.02 -0.01
C -0.128841 -0.963168 -4.540656 0.06 -0.06 0.01
C -1.431729 -0.184206 -4.760811 -0.01 0.02 -0.04
C -1.818215 0.315102 -3.365605 0.01 0.01 0.14
O -0.705434 -0.018252 -2.492193 0.08 -0.04 0.24
C -0.132137 -1.226763 -3.049411 -0.09 0.05 0.08
H 0.736395 -0.353428 -4.805295 0.00 0.02 0.01
H -0.077782 -1.887517 -5.114381 -0.02 0.00 0.00
H -2.215814 -0.824570 -5.161995 0.00 -0.01 0.01
H -1.288676 0.642773 -5.454753 -0.01 0.00 0.00
H -2.702297 -0.195104 -2.979368 -0.01 0.02 -0.04
H -1.959029 1.387544 -3.299777 -0.01 -0.01 -0.05
H -0.780936 -2.063807 -2.774679 0.03 -0.02 -0.02
H 0.851853 -1.359197 -2.612923 0.00 0.00 -0.05

***

2.
63
Properties=species:S:1:pos:R:3:forces:R:3 method="wB97M-V/def2-TZVPD" e_tot_ev=-134203.51030 e_homo_ev=-11.468 fmax_ev_per_a=4.8 total_charge=+1 spin_multiplicity=1
C -0.049225 -4.345610 -0.165670 0.01 0.30 -0.04
C 0.179610 -2.986826 -0.431531 -0.76 -0.26 0.30
N -0.570715 -2.026252 0.185596 -0.62 -1.13 -0.41
C -1.550879 -2.375655 1.068439 0.13 -0.53 -0.47
C -1.831197 -3.721483 1.335940 0.10 0.24 -0.13
C -1.069316 -4.719385 0.715314 0.08 0.51 -0.06
C 1.212086 -2.530685 -1.430612 -0.05 0.11 -0.26
P 1.721272 -0.768573 -1.106413 3.87 -2.25 -1.31
Ti -0.267728 0.053311 -0.316925 1.53 2.87 0.93
P -2.266876 0.313979 0.737841 -4.14 -0.08 2.43
C -2.264756 -1.246181 1.775913 0.11 0.12 0.11
C 0.023539 2.015633 -0.882903 0.13 0.52 -0.55
C 1.142891 2.767983 -0.443777 0.26 0.10 -0.68
C 1.375302 4.084820 -0.870737 0.07 -0.18 -0.18
C 0.483603 4.716483 -1.751143 0.01 -0.55 0.27
C -0.642871 4.006653 -2.192008 -0.17 -0.20 0.07
C -0.862600 2.685368 -1.766934 0.09 0.28 -0.14
O 0.319981 -2.207995 -4.468653 -0.80 0.54 0.20
O -0.540232 0.354492 -4.106820 0.06 0.48 1.10
H 0.564748 -5.098885 -0.667739 -0.24 0.30 0.21
H -2.628507 -3.977320 2.039730 0.33 0.11 -0.28
H -1.267403 -5.776486 0.919264 0.09 0.44 -0.08
C 3.129938 -0.885058 0.075645 -0.10 0.13 0.20
C 2.501935 -0.192437 -2.663016 -0.28 0.17 0.00
H -3.267050 -1.554771 2.120985 0.38 0.21 -0.22
H -1.667841 -0.972123 2.668276 -0.24 -0.17 -0.26
H 0.762222 -2.490941 -2.453362 0.21 -0.15 0.46
H 2.060952 -3.236119 -1.475009 -0.27 0.39 0.05
C -2.550541 1.665309 1.950188 0.02 -0.05 -0.04
C -3.843222 0.238183 -0.213833 0.18 -0.06 -0.22
H 1.844803 2.307293 0.261678 -0.14 0.25 -0.37
H 2.258340 4.624472 -0.506435 -0.41 -0.25 -0.15
H 0.661436 5.745049 -2.084043 -0.08 -0.46 0.15
H -1.357370 4.481797 -2.875849 0.32 -0.22 0.32
H -1.745242 2.152569 -2.142534 0.30 0.28 0.08
H -0.745727 0.170843 -3.140841 0.11 0.23 -1.19
H -0.131878 1.238771 -4.071949 -0.24 -0.39 -0.22
H 0.092451 -1.239090 -4.476918 0.24 -0.79 -0.19
H -0.558373 -2.625970 -4.515386 0.52 0.08 -0.15
H -1.057177 -0.252793 -1.794493 -0.38 -0.29 0.02
H 3.969816 -1.469086 -0.340880 -0.45 0.25 0.05
H 3.471559 0.135562 0.316382 -0.09 -0.37 -0.11
H 2.764707 -1.352752 1.004138 0.38 0.19 -0.53
H 3.314006 -0.862310 -2.992613 -0.39 0.21 0.23
H 1.715262 -0.136302 -3.429661 0.42 -0.03 0.19
H 2.896808 0.821772 -2.483311 -0.13 -0.38 -0.07
H -4.729637 0.183525 0.442743 0.48 0.03 -0.21
H -3.907796 1.138506 -0.848032 -0.01 -0.34 0.25
H -3.802677 -0.642996 -0.874593 -0.10 0.32 0.22
H -3.495319 1.542560 2.507862 0.36 -0.13 -0.35
H -1.693289 1.691456 2.641546 -0.67 -0.07 -0.25
H -2.568898 2.616578 1.392227 -0.05 -0.41 0.27
Cl 1.071405 -2.356758 2.402913 0.23 0.59 0.09
C 1.125796 -0.628548 2.754281 -0.01 1.55 0.30
C 0.654702 0.455443 1.891651 -0.29 0.19 1.38
C 0.712407 1.773329 2.552858 0.29 -1.04 0.38
Cl 0.029693 3.318185 1.974281 0.24 -1.00 0.20
C 1.280793 1.949643 3.838510 -0.18 1.12 -0.15
Cl 1.366666 3.551562 4.611375 -0.05 -1.17 -0.60
C 1.777455 0.878270 4.556086 0.52 0.15 1.24
Cl 2.481259 1.132891 6.163281 -0.51 -0.20 -1.22
C 1.683732 -0.397661 4.034612 0.22 -1.07 0.14
Cl 2.283168 -1.735240 5.045070 -0.43 0.93 -0.75

***

3.
59
Properties=species:S:1:pos:R:3:forces:R:3 method="wB97M-V/def2-TZVPD" e_above_lowest_ev=2.1233 e_tot_ev=-58608.63779 e_homo_ev="-7.406 / -7.336" fmax_ev_per_a=1.4 total_charge=0 spin_multiplicity=2
Ti -0.106893 -0.238059 -0.044226 -0.51 -0.55 -0.99
C 1.588509 -3.034665 3.477066 -0.07 0.00 -0.05
C 1.492102 -2.288455 2.151330 0.04 -0.14 -0.12
C 0.509807 -3.018018 1.223248 0.08 -0.03 0.23
C 2.804968 -2.126322 1.415454 -0.10 0.37 -0.15
C 3.814293 -3.075876 1.502857 -0.02 -0.04 0.04
C 4.956376 -2.956915 0.733087 0.10 -0.07 -0.01
C 5.086772 -1.910845 -0.165624 0.04 -0.05 0.00
C 4.099525 -0.942863 -0.298087 -0.28 0.11 0.10
C 4.166220 0.108706 -1.395742 0.04 -0.08 -0.13
C 3.208742 -0.284339 -2.532133 0.11 0.07 0.10
C 5.574422 0.329831 -1.942584 -0.06 0.04 0.05
C 2.967587 -1.034989 0.539734 0.42 -0.38 0.05
N 1.949010 -0.053342 0.472630 -0.06 0.21 0.05
C 2.238660 1.189852 0.786352 0.03 -0.07 0.04
C 1.277950 2.187775 0.666449 -0.02 0.34 0.02
C 1.384667 3.570830 0.874417 0.14 -0.15 0.04
C 0.153410 4.101971 0.550074 -0.15 0.12 -0.02
C -0.681873 3.034097 0.153900 0.19 -0.08 0.04
N -0.000708 1.871344 0.219573 -0.16 0.04 -0.04
C -2.134311 3.134249 -0.253230 -0.07 0.03 -0.01
C -3.004405 2.419716 0.792369 0.08 0.02 -0.06
C -2.554083 4.605222 -0.327017 0.08 -0.04 0.04
C -2.346622 2.497086 -1.631217 0.04 0.05 0.10
H 0.621559 -3.014857 3.981750 0.03 -0.03 0.03
H 2.327165 -2.569387 4.128682 -0.01 -0.01 0.01
H 1.867255 -4.080027 3.333098 -0.01 0.01 0.03
H 1.082681 -1.297571 2.356894 0.01 0.08 0.02
H 0.820233 -4.057817 1.104523 -0.01 -0.02 -0.06
H 1.197495 -2.638857 -0.600125 -0.05 0.03 0.05
H -0.499706 -2.993425 1.629867 -0.04 0.00 -0.03
H 3.713629 -3.912472 2.183219 0.00 0.03 -0.02
H 5.744240 -3.694795 0.820108 -0.01 0.02 -0.01
H 5.973993 -1.859796 -0.781981 -0.02 0.01 0.00
H 3.826625 1.066653 -1.001106 0.00 0.01 0.02
H 3.498509 -1.250414 -2.950974 -0.01 -0.01 0.00
H 3.237691 0.457643 -3.331667 -0.01 -0.01 0.01
H 2.179272 -0.353138 -2.179535 -0.07 -0.02 -0.03
H 5.933231 -0.541956 -2.492654 0.02 0.01 0.00
H 6.281009 0.552374 -1.140846 0.03 -0.01 -0.04
H 5.567445 1.171720 -2.635657 0.01 -0.01 0.00
H 3.228982 1.447850 1.158547 0.03 -0.02 -0.03
H 2.266715 4.095366 1.211203 -0.03 -0.01 -0.01
H -0.126205 5.141529 0.589363 0.00 -0.03 -0.01
H -2.875981 2.879757 1.774467 -0.01 -0.02 0.01
H -2.744063 1.364513 0.864642 -0.05 0.01 0.05
H -4.057119 2.493248 0.512779 0.00 0.00 -0.01
H -2.448836 5.094789 0.643378 -0.01 0.02 -0.03
H -3.600315 4.675007 -0.626506 -0.01 -0.02 -0.01
H -1.952982 5.146506 -1.060628 -0.03 0.03 0.02
H -2.108737 1.437742 -1.614043 0.00 -0.07 -0.06
H -1.718255 2.975723 -2.384049 0.00 -0.01 -0.01
H -3.390608 2.597858 -1.931553 -0.01 0.00 0.00
O -3.171120 -1.542846 -1.060320 0.13 0.07 -0.09
C -2.146271 -1.080495 -0.640585 -0.39 -0.16 -0.32
O -1.813900 -0.851321 0.592418 -0.27 0.03 1.37
C -0.890883 -0.704471 -1.826052 1.17 0.43 -0.29
O -1.111461 -0.962481 -2.955537 -0.32 -0.09 0.14
O 0.420292 -2.404046 -0.074199 0.05 0.04 -0.04

***

4.
61
Properties=species:S:1:pos:R:3:forces:R:3 method="wB97M-V/def2-TZVPD" e_tot_ev=-68858.02151 e_homo_ev="-14.234 / -14.232" fmax_ev_per_a=1.0 total_charge=+2 spin_multiplicity=1
Pd 0.471187 -0.253029 -0.100755 -0.09 -0.99 -0.31
N 4.150624 -0.545654 1.498522 0.06 0.01 -0.11
C 4.643870 -0.426846 0.197918 0.09 -0.03 0.19
C 5.941680 -0.327397 -0.287920 -0.03 0.00 -0.03
C 6.076232 -0.268494 -1.659307 0.00 0.00 -0.02
C 4.962494 -0.333150 -2.513330 0.01 -0.01 0.01
C 3.679106 -0.442313 -2.020247 0.05 0.04 -0.02
C 3.531025 -0.462573 -0.638054 -0.24 -0.16 0.06
N 2.393349 -0.605990 0.168275 0.70 0.77 -0.07
C 2.821036 -0.636439 1.419593 -0.21 -0.17 0.06
C 1.828280 -0.751517 2.467222 0.18 0.06 -0.03
C 1.955413 -0.770944 3.816362 -0.08 0.05 0.02
S 0.408188 -0.791525 4.529244 0.01 -0.01 0.07
C -0.313493 -0.780035 2.998381 -0.09 -0.11 -0.11
N 0.528577 -0.785577 2.001129 0.04 0.08 0.04
H 4.697179 -0.557766 2.344517 0.02 -0.03 -0.01
H 6.801517 -0.306819 0.367381 -0.01 0.00 0.00
H 7.065216 -0.190855 -2.089037 -0.01 0.00 -0.01
H 5.120764 -0.317128 -3.582856 0.01 0.01 0.00
H 2.829239 -0.540363 -2.677788 -0.01 -0.03 0.00
H 2.851234 -0.749640 4.415624 0.00 0.01 -0.01
H -1.384982 -0.790844 2.870457 0.02 0.01 0.01
C -3.871204 1.215376 1.928383 -0.01 -0.01 0.07
C -4.170896 0.961370 0.457473 0.00 0.00 -0.07
C -4.005624 -0.490564 0.021018 -0.06 0.04 -0.16
S -2.382587 -1.117404 0.407522 -0.02 0.05 0.04
O -1.467897 -0.359996 -0.601902 -0.23 0.17 0.40
C -2.477226 -2.816642 -0.188663 -0.02 0.01 -0.20
C -1.791463 -3.782100 0.770733 0.03 0.06 0.02
C -2.570361 -3.978287 2.063606 -0.04 -0.01 0.04
H -4.160529 2.227053 2.207475 0.00 0.00 -0.01
H -2.805105 1.117901 2.152417 0.00 0.00 -0.03
H -4.421538 0.527646 2.574527 0.00 0.00 -0.01
H -3.541431 1.592805 -0.173316 0.01 -0.01 0.01
H -5.203298 1.233035 0.231950 0.00 0.01 0.01
H -4.126479 -0.611557 -1.058538 -0.07 -0.04 0.03
H -4.693286 -1.166844 0.536904 -0.02 0.06 0.04
H -1.997378 -2.776308 -1.168993 -0.04 -0.02 -0.01
H -3.533046 -3.056188 -0.326312 0.02 -0.05 0.00
H -0.779471 -3.423973 0.984761 0.02 -0.02 -0.03
H -1.675530 -4.732659 0.248599 -0.01 -0.02 0.02
H -2.708893 -3.037237 2.605838 0.01 0.00 -0.02
H -2.054955 -4.664974 2.732990 0.00 0.00 -0.01
H -3.561304 -4.390329 1.866880 0.01 -0.01 -0.01
C 0.307077 4.426716 0.049953 0.04 0.14 -0.13
S -0.542327 2.867475 0.199271 0.05 -0.20 0.38
O 0.420846 1.960447 0.939049 -0.16 0.35 -0.05
C -0.470995 2.321941 -1.496646 0.09 0.06 -0.10
C 0.668471 1.646650 -1.948348 0.00 0.01 -0.03
C 0.689726 1.179137 -3.261442 -0.07 -0.05 0.01
C -0.406029 1.372215 -4.093523 -0.01 -0.01 0.03
C -1.518721 2.054836 -3.627717 -0.03 0.00 -0.02
C -1.557739 2.531711 -2.320289 -0.02 -0.08 -0.01
H 1.233214 4.287119 -0.504648 0.03 0.02 0.05
H 0.502370 4.763210 1.066549 0.00 0.02 -0.01
H -0.348759 5.135355 -0.455983 0.02 -0.01 -0.02
H 1.572668 1.638690 -1.343158 0.00 -0.01 0.03
H 1.576591 0.703925 -3.653523 0.01 0.02 -0.02
H -0.383035 1.007864 -5.111381 0.01 0.00 0.00
H -2.364646 2.218385 -4.282242 0.00 -0.01 0.00
H -2.436973 3.049073 -1.954581 0.02 0.01 0.01